Arrangement A

Computed, not measured: an isolated molecule of C8H8N4, with ωB97M-V with the def2-TZVPD basis set.

Computed properties:
**Gap between HOMO and LUMO (alpha / beta)**: 7.814 / 7.811 eV

```
! RIJCOSX wB97M-V def2-TZVPD def2/J DEFGRID3
* xyz 0 1
C 0.449 -1.097 -1.309
C 1.661 -0.621 -1.202
C -1.874 0.784 -2.459
C -1.711 1.528 -0.069
C -0.844 -0.597 -0.575
C -1.571 0.647 -1.120
C 0.331 -0.302 2.906
C 2.890 -0.134 -1.179
N -2.116 0.833 -3.576
N -1.106 1.086 1.077
N -0.604 -0.115 0.844
N -0.050 -0.871 1.645
H 0.258 -1.914 -1.856
H -2.351 2.404 -0.043
H -1.563 -1.429 -0.416
H 1.364 -0.344 2.849
H -0.110 0.667 3.078
H 0.178 -1.031 3.743
H 3.056 0.739 -1.782
H 3.711 -0.232 -0.556
*
```

Arrangement B

Computed, not measured: an isolated molecule of C8H8N4, with ωB97M-V with the def2-TZVPD basis set.

Computed properties:
**SMILES**: Nc1nncn1-c1ccccc1
**Gap between HOMO and LUMO**: 9.215 eV

```
! RIJCOSX wB97M-V def2-TZVPD def2/J DEFGRID3
* xyz 0 1
N -0.016 -1.062 2.718
C -0.486 -1.636 1.559
N -1.112 -2.768 1.638
N -1.362 -3.171 0.355
C -0.897 -2.259 -0.465
N -0.341 -1.203 0.232
C -0.021 0.043 -0.308
C -0.273 1.255 0.347
C 0.104 2.492 -0.178
C 0.729 2.516 -1.455
C 0.994 1.353 -2.173
C 0.599 0.117 -1.592
H 0.741 -0.415 2.680
H -0.238 -1.566 3.568
H -1.005 -2.326 -1.525
H -0.756 1.154 1.318
H -0.027 3.408 0.354
H 0.982 3.455 -1.900
H 1.511 1.448 -3.114
H 0.873 -0.833 -2.059
*
```

Quick one: most stable of them? arrangement B

Arrangement A

Computed, not measured: a structure of composition C22H40BMnN12OS, with ωB97M-V with the def2-TZVPD basis set.

Computed properties:
**Gap between HOMO and LUMO (alpha / beta)**: 4.446 / 4.294 eV

```
! RIJCOSX wB97M-V def2-TZVPD def2/J DEFGRID3
* xyz 3 2
Mn -0.077 0.000 0.250
C -1.844 -1.275 3.052
C -0.583 -0.489 3.217
C 0.116 -0.288 4.398
C 1.171 0.544 4.064
N 1.090 0.835 2.767
N 0.023 0.202 2.222
B 2.053 1.592 1.819
N 1.198 2.482 0.859
C 1.385 3.777 0.596
C 0.544 4.144 -0.438
C -0.140 2.985 -0.783
C -1.157 2.846 -1.869
N 0.268 1.970 0.010
N 2.692 0.507 0.932
C 3.959 0.126 0.765
C 3.995 -0.861 -0.200
C 2.681 -1.032 -0.609
C 2.212 -1.907 -1.716
N 1.877 -0.213 0.106
N 3.014 2.446 2.567
C 2.767 3.281 3.620
C 3.851 4.091 3.776
C 4.750 3.704 2.741
C 6.096 4.265 2.445
N 4.231 2.732 2.017
H -2.697 -0.716 3.447
H -1.788 -2.193 3.635
H -2.031 -1.543 2.013
H -0.115 -0.691 5.369
H 1.970 0.937 4.671
H 2.105 4.355 1.154
H 0.449 5.117 -0.889
H -0.672 2.791 -2.844
H -1.810 3.718 -1.884
H -1.771 1.952 -1.762
H 4.747 0.617 1.309
H 4.867 -1.356 -0.591
H 3.070 -2.213 -2.312
H 1.534 -1.358 -2.361
H 1.719 -2.810 -1.354
H 1.837 3.251 4.166
H 4.000 4.852 4.523
H 6.706 4.299 3.347
H 6.012 5.287 2.072
H 6.603 3.663 1.695
N -6.020 0.978 0.230
C -4.633 1.362 0.695
C -3.566 0.405 0.156
N -2.229 0.785 0.632
H -6.709 1.679 0.521
H -6.322 0.082 0.623
H -6.078 0.904 -0.789
H -4.664 1.359 1.784
H -4.464 2.383 0.355
H -3.573 0.399 -0.935
H -3.768 -0.616 0.488
H -2.195 0.718 1.646
H -2.031 1.761 0.417
C 0.240 -2.812 0.877
O -0.436 -1.730 0.254
H 0.498 -3.566 0.129
H -0.427 -3.270 1.608
H 1.158 -2.482 1.364
C -0.118 -2.932 -5.270
N -0.369 -1.927 -4.222
C -0.768 -2.080 -2.976
S -1.208 -0.590 -2.135
N -0.918 -3.214 -2.324
C -0.623 -4.591 -2.751
H -0.210 -2.427 -6.227
H -0.856 -3.724 -5.234
H 0.887 -3.339 -5.180
H -0.225 -0.967 -4.502
H -1.263 -3.095 -1.383
H -1.361 -4.951 -3.462
H -0.670 -5.216 -1.864
H 0.377 -4.662 -3.170
*
```

Arrangement B

Computed, not measured: a structure of composition C22H40BMnN12OS, with ωB97M-V with the def2-TZVPD basis set.

Computed properties:
**Gap between HOMO and LUMO (alpha / beta)**: 4.383 / 4.261 eV

```
! RIJCOSX wB97M-V def2-TZVPD def2/J DEFGRID3
* xyz 3 2
Mn 0.159 0.216 -0.272
C -1.225 3.200 -1.583
C -1.999 2.325 -0.649
C -3.340 2.453 -0.314
C -3.586 1.454 0.609
N -2.454 0.784 0.824
N -1.460 1.299 0.059
B -2.156 -0.498 1.637
N -0.786 -0.300 2.375
C -0.536 -0.523 3.670
C 0.825 -0.416 3.879
C 1.369 -0.138 2.629
C 2.816 0.056 2.318
N 0.382 -0.082 1.711
N -1.918 -1.604 0.584
C -2.550 -2.751 0.329
C -1.897 -3.389 -0.714
C -0.839 -2.564 -1.050
C 0.223 -2.837 -2.057
N -0.864 -1.457 -0.269
N -3.224 -0.790 2.638
C -3.866 0.086 3.465
C -4.546 -0.643 4.398
C -4.250 -2.006 4.086
C -4.730 -3.227 4.790
N -3.451 -2.086 3.043
H -1.007 4.162 -1.111
H -1.821 3.425 -2.466
H -0.299 2.732 -1.907
H -4.038 3.179 -0.691
H -4.496 1.182 1.118
H -1.336 -0.739 4.358
H 1.354 -0.532 4.809
H 3.334 -0.903 2.296
H 3.289 0.658 3.094
H 2.981 0.537 1.355
H -3.391 -3.051 0.927
H -2.139 -4.346 -1.141
H 0.212 -3.894 -2.313
H 1.204 -2.597 -1.647
H 0.069 -2.269 -2.975
H -3.781 1.153 3.341
H -5.174 -0.273 5.190
H -5.811 -3.191 4.927
H -4.278 -3.297 5.782
H -4.470 -4.119 4.226
N 3.756 5.052 0.178
C 2.611 4.221 0.710
C 2.307 3.025 -0.195
N 1.183 2.240 0.333
H 4.015 5.788 0.843
H 3.515 5.517 -0.703
H 4.596 4.490 0.010
H 1.758 4.895 0.791
H 2.900 3.903 1.712
H 3.186 2.384 -0.289
H 2.043 3.364 -1.199
H 0.341 2.806 0.339
H 1.352 1.977 1.301
C -0.824 0.229 -3.028
O 0.168 0.398 -2.027
H -0.481 -0.501 -3.765
H -0.995 1.181 -3.532
H -1.759 -0.136 -2.595
C 4.194 -3.143 -3.599
N 3.664 -2.234 -2.566
C 2.910 -1.160 -2.682
S 2.679 -0.218 -1.200
N 2.333 -0.701 -3.773
C 2.335 -1.242 -5.142
H 5.075 -3.621 -3.180
H 4.494 -2.595 -4.484
H 3.459 -3.905 -3.848
H 3.929 -2.463 -1.620
H 1.805 0.143 -3.624
H 3.301 -1.094 -5.619
H 1.588 -0.687 -5.702
H 2.060 -2.293 -5.147
*
```

Quick one: most stable of them? arrangement A

Arrangement A

Computed, not measured: a cluster of 6 separate species, CH12O6 in total, with ωB97M-V with the def2-TZVPD basis set.

Computed properties:
**SMILES**: C=O.O.O.O.O.O
**Gap between HOMO and LUMO**: 10.780 eV

```
! RIJCOSX wB97M-V def2-TZVPD def2/J DEFGRID3
* xyz 0 1
C 2.510 0.970 1.170
O 1.889 0.025 0.761
H 2.479 1.954 0.664
H 3.422 0.826 1.773
O -0.685 -2.321 0.071
H -1.302 -1.727 0.499
H -0.328 -3.014 0.647
O -0.491 0.976 -1.922
H -0.361 1.201 -2.839
H 0.080 0.206 -1.762
O -1.402 2.021 0.731
H -1.143 1.607 -0.103
H -0.614 2.432 1.095
O 1.102 -1.512 -1.711
H 0.556 -1.900 -0.977
H 1.936 -1.867 -1.368
O -2.460 -0.356 0.984
H -1.903 0.445 1.010
H -3.285 0.033 1.279
*
```

Arrangement B

Computed, not measured: a cluster of 6 separate species, CH12O6 in total, with ωB97M-V with the def2-TZVPD basis set.

Computed properties:
**SMILES**: C=O.O.O.O.O.O
**Gap between HOMO and LUMO**: 10.859 eV

```
! RIJCOSX wB97M-V def2-TZVPD def2/J DEFGRID3
* xyz 0 1
C -2.358 3.269 -0.101
O -2.062 3.194 1.124
H -2.115 2.311 -0.818
H -2.765 4.199 -0.564
O 0.858 -0.890 -2.571
H 0.060 -1.051 -2.065
H 0.737 -1.315 -3.423
O 2.118 -1.625 1.468
H 3.019 -1.610 1.786
H 2.027 -1.386 0.550
O -0.749 -0.876 2.272
H -1.357 -1.271 3.036
H 0.116 -1.206 2.488
O 2.275 -0.027 -0.621
H 1.794 -0.103 -1.415
H 1.790 0.694 -0.094
O -1.111 -0.969 -0.758
H -0.890 -1.308 0.157
H -1.384 -0.031 -0.450
*
```

Quick one: most stable of them? arrangement A